Entry 1:
This record from the OMol25 dataset describes a molecular structure, C30H28BrCoN10O3 at a distorted geometry. The level of theory is the ωB97M-V functional and the def2-TZVPD basis.

Atoms and positions in Å:
Br  -5.488  -6.244  -4.005
Co  0.246  -2.690  -0.329
O  -1.080  -3.798  -1.822
O  -1.801  -2.671  -0.078
O  -0.145  10.489  1.421
N  1.159  -6.752  0.667
N  2.187  -2.692  -0.308
N  -0.342  4.225  -0.219
N  2.276  -0.518  0.699
N  2.568  -4.977  0.219
N  0.318  -4.564  0.637
N  -5.759  -3.535  -0.933
N  4.343  -3.562  -0.129
N  0.175  -0.596  -1.148
N  1.328  4.247  1.255
C  -5.020  -5.017  -2.653
C  -0.712  -0.615  -2.126
C  0.219  6.411  0.828
C  0.454  0.575  -0.543
C  -3.426  -3.799  -1.395
C  3.254  -0.521  1.586
C  -0.249  1.749  -0.837
C  0.418  4.974  0.645
C  -2.018  -3.415  -1.087
C  1.887  1.802  1.081
C  1.141  2.980  0.773
C  -0.091  9.159  1.192
C  2.960  -3.656  -0.103
C  2.947  1.797  2.008
C  -0.874  7.078  0.292
C  0.115  2.933  -0.136
C  -3.698  -4.709  -2.408
C  -1.041  8.445  0.465
C  -1.452  0.514  -2.506
C  3.627  0.637  2.273
C  1.160  7.139  1.561
C  1.555  0.609  0.428
C  -0.160  -7.356  0.570
C  1.288  -5.407  0.519
C  -1.254  11.212  0.908
C  2.294  -7.638  0.844
C  -6.016  -4.412  -1.898
C  1.010  8.493  1.741
C  -4.485  -3.243  -0.689
C  -1.246  1.688  -1.835
H  1.955  -8.540  1.349
H  -2.192  10.835  1.322
H  -1.903  8.933  0.039
H  3.049  -7.184  1.486
H  -7.057  -4.647  -2.082
H  -4.285  -2.534  0.103
H  -2.185  0.428  -3.294
H  -1.637  6.545  -0.262
H  -0.788  -6.779  -0.107
H  4.689  -2.790  -0.676
H  2.009  6.621  1.985
H  3.197  2.727  2.502
H  4.433  0.601  2.990
H  3.245  -5.701  0.058
H  -0.653  -7.437  1.542
H  -1.095  4.571  -0.787
H  1.732  9.068  2.303
H  -0.552  -4.996  0.920
H  2.750  -7.938  -0.106
H  -1.284  11.161  -0.183
H  -1.840  2.563  -2.064
H  2.127  -1.573  0.199
H  -1.109  12.242  1.218
H  -0.055  -8.356  0.154
H  -0.869  -1.567  -2.620
H  4.903  -4.395  -0.177
H  3.737  -1.479  1.740
H  -2.890  -5.148  -2.978

Atoms 1-6, force components in eV/Å:
Br 0.0 0.0 0.0
Co -0.7 -0.9 -0.3
O 0.4 0.2 0.0
O 0.1 0.1 0.0
O 0.0 -0.1 0.0
N 0.0 0.1 -0.1

orbital gap (spin up / spin down)	6.9939 / 6.9540	eV
spin multiplicity	4
lowest unoccupied orbital energy (spin up / spin down)	-3.083 / -3.127	eV
E_tot	-160275.448	eV
expectation value of S²	3.76
total charge	+1
HOMO energy (spin up / spin down)	-10.08 / -10.08	eV
max |F|	2.31	eV/A

Entry 2:
This record from the OMol25 dataset describes a molecular structure, C30H28BrN3NdO3 at a distorted geometry. The level of theory is the ωB97M-V functional and the def2-TZVPD basis.

Atoms and positions in Å:
Nd  0.577  -0.348  -0.210
Br  -1.520  -0.504  -3.184
O  2.498  -1.353  -0.293
O  -0.224  1.427  -0.773
O  4.218  -2.269  -1.447
N  0.171  -0.889  2.222
N  -0.828  -2.439  0.142
N  1.011  -1.242  -2.478
C  0.002  -1.757  4.849
C  -0.198  2.721  -0.342
C  -1.921  -4.432  -0.616
C  0.722  -0.206  3.209
C  2.346  2.735  -0.584
C  -2.142  -4.830  0.672
C  -2.630  1.190  0.860
C  2.434  2.003  -1.932
C  -1.387  3.310  0.092
C  3.121  -1.785  -1.365
C  0.738  -1.136  -4.841
C  2.861  -1.758  -3.885
C  -3.301  2.383  -1.266
C  2.066  -1.515  -4.996
C  0.266  -1.023  -3.553
C  -1.250  -3.225  -0.833
C  -1.356  4.644  0.482
C  2.725  1.817  0.593
C  -1.675  -4.040  1.736
C  1.015  3.420  -0.308
C  -2.700  2.542  0.132
C  2.298  -1.607  -2.637
C  -1.311  -3.726  4.103
C  0.678  -0.609  4.545
C  -1.832  -4.455  3.103
C  -0.179  5.377  0.466
C  -0.478  -2.047  2.512
C  -1.018  -2.846  1.428
C  0.999  4.753  0.089
C  -0.601  -2.509  3.824
H  1.631  1.279  -2.029
H  -3.384  3.163  0.715
H  -2.596  1.869  -1.924
H  -3.519  3.358  -1.707
H  -1.058  -2.896  -1.844
H  -2.660  -5.758  0.888
H  3.608  1.217  0.382
H  3.398  1.501  -2.041
H  -4.232  1.811  -1.230
H  -2.230  0.412  0.208
H  2.895  2.397  1.500
H  2.312  2.704  -2.759
H  1.914  1.138  0.842
H  0.095  -0.937  -5.686
H  1.162  -0.011  5.304
H  -0.176  6.418  0.765
H  -3.626  0.869  1.175
H  -0.071  -2.103  5.873
H  -2.361  -5.377  3.305
H  3.898  -2.055  -3.956
H  -2.247  -5.023  -1.460
H  3.104  3.520  -0.598
H  -2.002  1.255  1.753
H  1.933  5.305  0.107
H  2.478  -1.614  -5.992
H  -2.279  5.113  0.809
H  -1.408  -4.044  5.134
H  1.229  0.716  2.946

Atoms 1-6, force components in eV/Å:
Nd -0.8 -1.6 0.7
Br 0.0 0.0 -0.2
O 1.3 -0.5 -0.7
O -0.5 2.1 0.0
O 0.1 0.0 0.1
N -0.1 -0.2 0.2

orbital gap (spin up / spin down)	6.8775 / 6.9212	eV
spin multiplicity	4
lowest unoccupied orbital energy (spin up / spin down)	-3.530 / -3.528	eV
E_tot	-127496.585	eV
expectation value of S²	3.75
total charge	+1
HOMO energy (spin up / spin down)	-10.41 / -10.45	eV
max |F|	2.12	eV/A

Entry 3:
This record from the OMol25 dataset describes a molecular structure, C30H28F6N5O3RuS4 at a distorted geometry. The level of theory is the ωB97M-V functional and the def2-TZVPD basis.

Atoms and positions in Å:
Ru  -0.212  -3.034  -0.096
S  1.180  -3.053  2.039
S  -2.079  -3.407  1.123
S  -1.616  -1.977  -1.653
S  -0.708  -5.111  -1.270
F  1.456  -5.896  0.783
F  2.576  -3.351  4.622
F  2.605  -8.018  1.875
F  3.777  -7.872  4.333
F  3.754  -5.496  5.677
F  -2.594  2.834  2.111
O  3.223  -1.505  -2.132
O  1.577  -2.641  -1.167
O  -0.039  -1.028  0.637
N  -2.210  7.401  0.322
N  1.842  2.140  -1.083
N  -1.367  5.163  0.953
N  -0.372  -4.542  -3.891
N  1.536  -4.678  -2.568
C  0.179  -4.757  -2.680
C  -2.981  6.884  1.500
C  0.416  -4.173  -4.877
C  -3.400  -2.982  0.112
C  2.214  0.861  -1.374
C  2.722  3.233  -1.483
C  2.339  -4.234  -3.540
C  0.233  3.636  -0.025
C  -4.317  -2.100  -2.064
C  -0.395  6.164  1.382
C  0.735  2.354  -0.281
C  0.540  -0.135  0.020
C  -1.046  1.434  1.056
C  -2.643  5.388  1.629
C  -0.759  7.493  0.696
C  3.638  3.681  -0.353
C  2.552  -4.489  3.908
C  3.167  -5.589  4.473
C  3.183  -6.794  3.798
C  1.624  -0.268  -0.918
C  -0.883  3.827  0.774
C  0.080  1.248  0.264
C  -1.507  2.695  1.309
C  -3.196  -2.406  -1.107
C  -4.778  -3.276  0.660
C  2.197  -1.579  -1.445
C  1.923  -4.511  2.659
C  1.977  -5.744  2.009
C  1.798  -3.978  -4.765
C  2.584  -6.861  2.556
H  -2.657  7.462  2.364
H  -2.633  5.117  2.688
H  0.607  5.871  1.090
H  4.291  4.487  -0.689
H  -5.289  -4.044  0.074
H  1.885  -4.744  -1.616
H  4.261  2.850  -0.022
H  3.379  -4.092  -3.290
H  3.308  2.874  -2.327
H  -0.397  6.276  2.474
H  -0.080  -3.993  -5.827
H  3.065  0.746  -2.034
H  -2.267  6.674  -0.400
H  -3.409  4.792  1.139
H  3.065  4.030  0.507
H  -0.194  7.657  -0.219
H  -4.699  -3.639  1.684
H  -4.290  -2.808  -2.897
H  2.401  -3.623  -5.585
H  -4.043  7.052  1.344
H  2.121  4.064  -1.855
H  -0.634  8.349  1.355
H  0.702  4.496  -0.481
H  -2.572  8.280  -0.040
H  -5.410  -2.384  0.665
H  -4.197  -1.102  -2.491
H  -5.298  -2.165  -1.594
H  -1.540  0.564  1.472

Atoms 1-6, force components in eV/Å:
Ru -0.6 1.1 0.4
S 0.1 -0.7 -0.2
S 0.2 0.1 -0.2
S 0.1 -0.5 0.0
S 0.0 0.1 0.1
F 0.0 0.1 0.0

orbital gap (spin up / spin down)	3.2930 / 3.4593	eV
spin multiplicity	2
lowest unoccupied orbital energy (spin up / spin down)	-1.925 / -1.925	eV
E_tot	-107383.491	eV
expectation value of S²	0.77
HOMO energy (spin up / spin down)	-5.22 / -5.38	eV
max |F|	1.35	eV/A